Entry 1:
{"formula": "C22H49B3NO9", "method": "the ωB97M-V functional and the def2-TZVPD basis", "charge": -1, "orbital_gap_ev": 5.675, "homo_energy_ev": -3.6, "lumo_energy_ev": 2.09, "species": ["C", "C", "O", "C", "C", "C", "C", "C", "C", "C", "O", "B", "C", "C", "C", "C", "C", "C", "C", "O", "C", "B", "O", "O", "O", "C", "B", "N", "O", "H", "H", "H", "H", "H", "H", "H", "H", "H", "H", "H", "H", "H", "H", "H", "H", "H", "H", "H", "H", "H", "H", "H", "H", "H", "H", "H", "H", "H", "H", "H", "H", "H", "H", "H", "H", "H", "H", "H", "H", "H", "O", "C", "O", "C", "C", "C", "H", "H", "H", "H", "H", "H", "H", "H"], "positions_angstrom": [[4.111, 3.660, -0.927], [2.771, 3.267, -1.557], [2.589, 1.866, -1.495], [1.271, 1.457, -1.166], [1.204, -0.052, -1.038], [2.028, -0.851, 0.002], [2.658, -2.069, -0.753], [3.724, -1.649, -1.782], [1.659, -2.969, -1.516], [0.432, -3.534, -0.773], [1.160, -1.320, 1.019], [2.001, -1.758, 2.200], [1.324, -1.249, 3.605], [-0.144, -1.725, 3.669], [-1.155, -0.616, 4.027], [-2.480, -0.795, 3.272], [-2.383, -0.170, 1.877], [-3.696, -0.160, 1.077], [-3.491, -0.556, -0.382], [-2.854, -1.815, -0.492], [-3.705, -2.916, -0.672], [2.297, -3.486, 2.355], [3.594, -4.024, 2.465], [1.318, -4.473, 2.394], [3.357, -1.133, 1.886], [3.129, -0.159, 0.835], [2.800, 1.143, 1.667], [1.493, 1.548, 2.139], [3.880, 1.934, 2.053], [4.732, 2.765, -0.831], [4.645, 4.377, -1.559], [3.995, 4.100, 0.064], [2.765, 3.558, -2.619], [1.931, 3.761, -1.053], [0.605, 1.735, -2.006], [0.907, 1.992, -0.285], [0.156, -0.310, -0.830], [1.399, -0.430, -2.050], [3.174, -2.692, -0.012], [3.272, -1.221, -2.684], [4.462, -0.957, -1.374], [4.269, -2.547, -2.106], [2.249, -3.814, -1.901], [1.317, -2.440, -2.418], [-0.499, -3.106, -1.164], [0.474, -3.369, 0.298], [0.358, -4.617, -0.941], [1.368, -0.163, 3.737], [1.913, -1.657, 4.444], [-0.416, -2.129, 2.685], [-0.244, -2.560, 4.377], [-1.321, -0.590, 5.109], [-0.711, 0.334, 3.700], [-2.657, -1.875, 3.163], [-3.313, -0.345, 3.829], [-1.610, -0.709, 1.314], [-2.042, 0.867, 2.016], [-4.161, 0.830, 1.132], [-4.394, -0.877, 1.536], [-2.837, 0.173, -0.875], [-4.449, -0.549, -0.917], [-3.987, -3.372, 0.286], [-3.171, -3.664, -1.261], [-4.621, -2.633, -1.211], [4.161, -3.370, 2.863], [1.740, -5.331, 2.476], [4.092, -0.019, 0.336], [0.740, 0.940, 1.841], [1.259, 2.520, 2.002], [3.606, 2.513, 2.762], [-5.369, 1.682, -2.264], [-4.600, 2.378, -2.864], [-3.305, 2.350, -2.492], [-2.257, 2.979, -3.236], [-2.078, 4.433, -2.855], [-5.041, 3.323, -3.957], [-2.418, 2.853, -4.308], [-1.367, 2.408, -2.978], [-2.962, 5.025, -3.094], [-1.226, 4.858, -3.387], [-1.896, 4.517, -1.783], [-5.320, 4.272, -3.498], [-5.921, 2.896, -4.430], [-4.288, 3.510, -4.718]], "mulliken_charge": [-1.04, -0.43, -0.25, -0.45, -1.29, 3.22, 0.27, -1.79, -0.93, -0.74, -0.56, 0.68, -1.35, 0.24, -0.71, -1.19, 0.93, -1.00, -0.30, -0.10, -0.88, 0.86, -0.73, -0.67, -0.82, -1.12, 0.62, -0.20, -0.94, 0.20, 0.34, 0.26, 0.43, 0.29, 0.33, 0.31, -0.13, 0.24, 0.41, 0.34, 0.28, 0.51, 0.55, 0.22, 0.06, 0.10, 0.35, 0.41, 0.30, -0.17, 0.35, 0.40, 0.28, 0.35, 0.40, -0.57, 0.32, 0.37, 0.31, -0.12, 0.58, 0.30, 0.20, 0.35, 0.27, 0.23, -0.13, -0.40, 0.25, 0.27, -0.54, 0.82, -0.26, 0.21, -1.08, -1.15, 0.32, -0.26, 0.34, 0.37, 0.29, 0.28, 0.33, 0.34]}

---

Entry 2:
{"formula": "C22H49N2P3S2Tb", "method": "the ωB97M-V functional and the def2-TZVPD basis", "charge": 3, "orbital_gap_ev": [6.781, 7.110], "spin_multiplicity": 7, "s_squared": 12.716, "homo_energy_ev": [-16.4, -16.4], "lumo_energy_ev": [-9.60, -9.27], "species": ["Tb", "P", "P", "P", "H", "C", "C", "H", "C", "C", "C", "C", "C", "C", "C", "C", "C", "H", "H", "H", "H", "H", "H", "H", "H", "H", "H", "H", "H", "H", "H", "H", "H", "H", "H", "H", "H", "H", "H", "H", "H", "H", "H", "H", "H", "H", "C", "C", "C", "C", "C", "C", "S", "H", "H", "H", "H", "H", "H", "C", "N", "C", "C", "S", "N", "C", "C", "H", "H", "H", "H", "H", "H", "H", "H", "H", "H", "H", "H"], "positions_angstrom": [[0.584, -0.271, 0.300], [-1.428, 0.196, -1.732], [-1.129, -2.329, 1.283], [1.202, -2.549, -1.852], [1.955, 4.076, 1.431], [2.474, 4.364, 0.489], [1.925, 4.435, -0.734], [0.903, 4.770, -0.968], [-2.755, 1.469, -1.839], [-2.501, -1.274, -2.005], [-0.607, 0.460, -3.355], [-0.296, -2.811, 2.836], [-2.751, -1.769, 1.925], [-1.561, -3.890, 0.449], [2.319, -1.844, -3.132], [0.167, -3.628, -2.953], [2.321, -3.810, -1.152], [3.595, 4.465, 0.548], [2.563, 4.105, -1.585], [-2.393, 2.471, -1.569], [-3.607, 1.236, -1.179], [-3.123, 1.484, -2.880], [-3.103, -1.458, -1.102], [-1.913, -2.177, -2.205], [-3.192, -1.100, -2.843], [0.250, 1.141, -3.240], [-1.301, 0.924, -4.073], [-0.217, -0.470, -3.794], [-0.814, -3.646, 3.340], [-0.269, -1.934, 3.507], [0.738, -3.111, 2.591], [-3.306, -2.613, 2.359], [-3.339, -1.331, 1.111], [-2.586, -1.005, 2.695], [-2.212, -4.497, 1.098], [-0.635, -4.441, 0.213], [-2.097, -3.645, -0.478], [3.247, -2.438, -3.159], [2.565, -0.805, -2.863], [1.842, -1.859, -4.129], [0.822, -4.392, -3.413], [-0.288, -3.002, -3.738], [-0.627, -4.131, -2.380], [3.354, -3.668, -1.506], [1.976, -4.826, -1.440], [2.328, -3.721, -0.061], [4.732, 0.005, 0.794], [5.414, -1.002, 1.522], [6.790, -1.215, 1.313], [7.512, -0.364, 0.452], [6.894, 0.786, -0.054], [5.527, 1.002, 0.175], [3.026, -0.106, 0.483], [2.196, 0.449, 1.497], [4.816, -1.656, 2.174], [7.347, -2.098, 1.704], [8.517, -0.660, 0.118], [7.494, 1.466, -0.671], [5.005, 1.873, -0.230], [-1.368, 3.928, 0.387], [-2.555, 3.228, 0.860], [-3.787, 4.021, 0.753], [-2.445, 2.082, 1.579], [-0.844, 1.364, 1.836], [-3.565, 1.571, 2.200], [-4.835, 1.249, 1.555], [-3.511, 1.159, 3.610], [-1.551, 5.011, 0.333], [-0.523, 3.763, 1.057], [-1.045, 3.590, -0.613], [-4.388, 3.736, -0.142], [-4.399, 3.906, 1.650], [-3.541, 5.083, 0.655], [-5.181, 0.279, 1.946], [-5.555, 2.029, 1.837], [-4.765, 1.164, 0.470], [-3.901, 0.138, 3.769], [-2.467, 1.214, 3.949], [-4.123, 1.850, 4.217]], "mulliken_charge": [0.40, 0.98, 0.95, 1.06, 0.25, -0.60, -0.48, 0.31, -1.18, -0.85, -1.08, -1.25, -0.80, -1.14, -1.31, -1.66, -1.39, 0.30, 0.29, 0.25, 0.07, 0.63, 0.18, -0.13, 0.56, 0.34, 0.45, 0.23, 0.41, 0.38, 0.36, 0.54, 0.16, 0.01, 0.54, 0.32, 0.28, 0.46, 0.28, 0.40, 0.52, 0.42, 0.36, 0.49, 0.43, 0.26, 0.63, -0.46, -0.51, -0.33, -0.54, -0.35, -0.31, 0.27, 0.43, 0.36, 0.43, 0.39, 0.41, -1.05, 0.40, -0.91, 0.11, -0.32, 0.29, -1.10, -1.19, 0.42, 0.39, 0.19, 0.31, 0.35, 0.41, 0.43, 0.45, 0.22, 0.46, 0.43, 0.31]}

---

Entry 3:
{"formula": "C22H50BN4O9P2S", "method": "the ωB97M-V functional and the def2-TZVPD basis", "charge": -1, "orbital_gap_ev": 7.394, "de_lowest_ev": 0.000, "homo_energy_ev": -5.2, "lumo_energy_ev": 2.22, "species": ["C", "C", "C", "B", "P", "O", "O", "O", "O", "C", "C", "C", "S", "C", "N", "N", "C", "O", "C", "C", "O", "O", "P", "O", "O", "H", "H", "H", "H", "H", "H", "H", "H", "H", "H", "H", "H", "H", "H", "H", "H", "H", "H", "H", "H", "C", "C", "N", "C", "C", "C", "C", "H", "H", "H", "H", "H", "H", "H", "H", "H", "H", "H", "H", "H", "H", "H", "C", "C", "N", "C", "C", "C", "C", "H", "H", "H", "H", "H", "H", "H", "H", "H", "H", "H", "H", "H", "H", "H"], "positions_angstrom": [[3.640, -3.519, -2.113], [5.158, -3.299, -1.948], [5.543, -1.922, -1.395], [5.445, -0.706, -2.457], [7.251, -0.405, -3.340], [8.342, -1.321, -2.941], [7.721, 1.174, -3.151], [7.072, -0.501, -4.983], [4.500, -0.939, -3.587], [3.527, 0.062, -3.595], [2.163, -0.553, -3.956], [0.936, 0.218, -3.453], [-0.545, -0.383, -4.346], [-1.537, -0.885, -3.014], [-2.852, -0.787, -2.912], [-3.184, -1.302, -1.677], [-2.061, -1.676, -1.115], [-0.983, -1.458, -1.903], [3.678, 0.881, -2.260], [2.896, 0.407, -1.040], [3.379, 1.107, 0.101], [3.170, 0.186, 1.180], [3.776, 2.663, -2.567], [2.543, 3.271, -3.144], [5.055, 0.627, -1.934], [3.092, -2.729, -1.599], [3.376, -3.482, -3.169], [3.310, -4.491, -1.744], [5.533, -4.079, -1.278], [5.654, -3.465, -2.905], [6.592, -1.994, -1.091], [4.979, -1.746, -0.470], [7.132, 1.721, -3.679], [6.833, 0.349, -5.359], [3.787, 0.762, -4.408], [2.091, -1.591, -3.641], [2.090, -0.559, -5.046], [1.043, 1.296, -3.553], [0.754, -0.016, -2.415], [-1.940, -2.095, -0.132], [1.836, 0.648, -1.095], [3.033, -0.663, -0.896], [3.176, 0.783, 1.936], [4.911, 2.768, -3.392], [4.169, 3.235, -1.345], [-4.210, 3.426, 2.991], [-4.559, 2.872, 1.619], [-5.078, 1.515, 1.656], [-5.140, 0.895, 0.343], [-6.092, 1.499, -0.695], [-6.225, 1.305, 2.521], [-7.488, 2.138, 2.261], [-3.515, 2.767, 3.510], [-3.735, 4.402, 2.883], [-5.093, 3.562, 3.618], [-3.645, 2.859, 1.019], [-5.247, 3.574, 1.121], [-5.379, -0.165, 0.463], [-4.131, 0.910, -0.079], [-7.134, 1.256, -0.486], [-5.858, 1.090, -1.679], [-5.996, 2.584, -0.760], [-5.909, 1.484, 3.552], [-6.483, 0.243, 2.491], [-7.257, 3.188, 2.076], [-8.141, 2.096, 3.136], [-8.062, 1.760, 1.417], [-3.313, -0.655, 4.173], [-2.327, -0.996, 3.069], [-1.121, -0.190, 3.097], [-0.309, -0.325, 1.896], [0.297, -1.702, 1.626], [-0.395, -0.188, 4.354], [0.093, -1.532, 4.913], [-3.567, 0.404, 4.156], [-4.230, -1.229, 4.029], [-2.924, -0.903, 5.163], [-2.820, -0.820, 2.108], [-2.115, -2.078, 3.115], [0.487, 0.423, 1.918], [-0.932, -0.046, 1.038], [1.140, -1.915, 2.281], [0.678, -1.755, 0.604], [-0.439, -2.500, 1.738], [-1.032, 0.280, 5.110], [0.457, 0.490, 4.253], [-0.671, -2.307, 4.843], [0.348, -1.418, 5.969], [0.988, -1.887, 4.406]], "mulliken_charge": [-0.43, -0.62, -0.63, 0.00, 1.02, -0.73, -0.62, -0.63, -0.50, -0.22, -0.81, 0.27, -0.31, 0.55, -0.61, -0.23, -0.12, -0.17, 1.76, -0.56, -0.40, -0.37, 0.25, -0.80, -0.45, -0.26, 0.13, 0.47, 0.43, 0.27, 0.40, 0.27, 0.31, 0.33, 0.47, 0.06, 0.44, 0.44, -0.47, 0.60, 0.35, -0.20, 0.28, -0.01, 0.03, -1.28, -0.43, 0.72, -0.59, -1.40, -0.80, -1.24, 0.16, 0.45, 0.29, 0.43, 0.27, 0.33, 0.29, 0.26, 0.47, 0.26, 0.42, 0.43, 0.25, 0.41, 0.30, -1.36, 0.04, 0.29, -0.61, -0.93, -0.69, -1.05, 0.07, 0.44, 0.42, 0.04, 0.19, 0.45, 0.15, 0.25, 0.18, 0.37, 0.40, 0.42, 0.24, 0.40, 0.30]}